Here is a structure of composition C26H27N5O3 from the OMol25 dataset. Energies are from the ωB97M-V functional and the def2-TZVPD basis.

Output
LUMO energy = -0.69 eV
HOMO = -7.807 eV
energy above the lowest of the compared OMol25 structures with the same formula, charge and spin = 25.260 eV
Kohn-Sham gap = 7.12 eV
DFT total energy = -40970.249 eV

Last column: Mulliken charge in e.
CARTESIAN COORDINATES (ANGSTROEM)
O 0.294 -3.446 0.243  -0.549
O 2.588 2.731 1.071  -0.752
O -2.102 3.701 -0.035  -0.782
N 3.094 0.825 2.191  -0.223
N -0.735 -0.684 1.167  0.412
N -2.973 -0.111 0.477  -0.193
N -3.642 1.961 0.002  0.196
N 1.352 -1.108 1.606  -0.907
C -5.782 2.462 -0.658  -0.332
C -2.220 2.418 0.170  0.228
C 3.310 1.442 -2.630  -0.405
C 5.401 0.281 0.849  -1.133
C 0.857 -3.135 -1.085  -0.033
C 0.979 1.156 1.277  1.101
C -3.953 0.598 0.375  -0.495
C 4.622 1.103 2.085  -1.894
C -1.370 1.581 0.684  0.604
C 2.321 1.634 1.575  -0.176
C 2.796 0.308 -1.912  -1.460
C 5.017 1.765 -1.242  0.020
C 4.662 0.467 -0.429  0.322
C 0.034 1.960 0.685  -1.440
C -5.053 0.257 0.031  1.408
C -0.270 -3.288 -1.900  -1.111
C 4.378 2.312 -2.297  -1.785
C -1.184 -2.052 1.623  -1.835
C -5.437 -1.170 0.409  -1.613
C -1.512 -2.436 -1.144  -1.417
C -1.740 0.312 0.678  0.440
C 3.597 0.093 -0.926  1.480
C -4.533 2.730 -0.612  -0.235
C -6.006 1.236 -0.406  -0.402
C -1.119 -3.153 0.363  0.151
C 0.528 -0.129 1.417  0.765
H 5.229 -0.799 1.280  0.326
H -1.216 -1.499 -1.020  0.326
H 1.380 -2.219 -1.014  -0.209
H -5.245 -1.447 1.291  0.584
H 2.767 -0.107 2.202  0.300
H 5.058 0.835 2.738  1.146
H 1.416 -3.954 -1.149  0.496
H 5.921 2.404 -0.735  0.070
H -6.616 3.128 -1.026  0.334
H 6.356 0.573 0.866  0.607
H 3.268 -0.947 -0.532  -0.181
H 4.694 2.118 2.092  0.645
H -0.479 -4.129 -2.302  0.488
H -7.263 0.818 -0.459  0.051
H -2.270 -2.808 -1.370  0.963
H -0.868 -2.393 2.393  0.970
H -2.473 -1.806 1.890  0.200
H 2.704 1.743 -3.574  0.165
H 0.451 3.110 0.603  0.310
H -6.488 -1.323 0.102  0.315
H 2.063 -0.018 -2.336  1.018
H -1.587 -3.939 0.715  0.789
H 1.177 -2.352 1.618  0.341
H 4.659 2.965 -2.792  1.067
H 0.003 -2.775 -2.815  0.507
H -4.172 4.014 -0.417  0.197
H -4.664 -1.814 0.046  0.217

---

Here is the molecule C7H17N from the OMol25 dataset. Energies are from the ωB97M-V functional and the def2-TZVPD basis.

Output
LUMO energy = 1.14 eV
HOMO = -8.077 eV
energy above the lowest of the compared OMol25 structures with the same formula, charge and spin = 1.952 eV
SMILES = CCCCN(C)CC
Kohn-Sham gap = 9.22 eV
DFT total energy = -9023.273 eV

Last column: Mulliken charge in e.
CARTESIAN COORDINATES (ANGSTROEM)
N 0.978 -0.110 0.427  0.029
C -0.278 0.567 0.308  -0.682
C 2.170 -2.068 1.476  -1.158
C 2.176 0.711 0.685  -0.998
C -1.924 1.535 -2.384  -1.129
C -1.429 -0.196 -0.495  -0.603
C 0.835 -1.335 1.297  -0.496
C -2.397 0.755 -1.136  -0.764
H -0.874 1.686 -2.284  0.302
H 0.486 -1.050 2.290  0.325
H -0.104 1.509 -0.237  0.471
H -2.050 -0.839 0.135  0.334
H 2.978 -1.402 1.728  0.373
H -0.802 0.859 1.228  0.223
H -2.792 1.478 -0.422  0.361
H 0.129 -1.904 0.705  0.336
H 2.904 0.238 -0.022  0.324
H -0.876 -0.760 -1.250  0.385
H -2.072 0.876 -3.263  0.270
H -3.403 0.257 -1.225  0.428
H 2.356 -2.804 0.695  0.280
H -2.654 2.266 -2.698  0.381
H 2.039 -2.599 2.439  0.373
H 2.090 1.711 0.286  0.378
H 2.517 0.616 1.715  0.256

---

Here is the ion C4H5N2OS with charge -1 from the OMol25 dataset. Energies are from the ωB97M-V functional and the def2-TZVPD basis.

Output
LUMO energy (spin up / spin down) = 3.80 / 3.80 eV
HOMO (spin up / spin down) = -2.581 / -2.577 eV
energy above the lowest of the compared OMol25 structures with the same formula, charge and spin = 4.172 eV
charge = -1
Kohn-Sham gap (spin up / spin down) = 6.38 / 6.37 eV
DFT total energy = -20089.103 eV

Last column: Mulliken charge in e.
CARTESIAN COORDINATES (ANGSTROEM)
S 1.343 -2.674 0.638  -0.495
O -1.769 -0.844 2.888  -0.486
N -0.569 0.780 0.026  -0.453
N -1.405 0.608 1.195  -0.160
C 0.351 -0.222 -0.401  0.825
C 1.024 0.249 -1.653  -1.010
C -1.259 -0.589 1.841  -0.109
C 0.529 -1.293 0.303  -0.367
H 1.252 1.281 -1.718  0.296
H -1.991 1.467 1.216  0.281
H 0.424 -0.072 -2.616  0.170
H 2.037 -0.246 -1.906  0.287
H 0.031 1.556 0.185  0.222

---

Here is the molecule C4HNO2 from the OMol25 dataset. Energies are from the ωB97M-V functional and the def2-TZVPD basis.

Output
LUMO energy (spin up / spin down) = -1.85 / -2.26 eV
HOMO (spin up / spin down) = -10.014 / -9.858 eV
energy above the lowest of the compared OMol25 structures with the same formula, charge and spin = 6.090 eV
Kohn-Sham gap (spin up / spin down) = 8.17 / 7.59 eV
DFT total energy = -9740.604 eV

Last column: Mulliken charge in e.
CARTESIAN COORDINATES (ANGSTROEM)
O -0.150 1.451 -0.680  -0.202
O -2.367 -1.361 0.136  -0.404
N 2.583 -0.340 0.299  -0.411
C -1.583 -0.462 0.033  0.559
C 1.414 -0.184 0.098  0.162
C 0.552 1.044 0.405  0.260
C -1.021 0.686 0.129  -0.221
H 0.573 -0.833 -0.420  0.258

---

Here is a cluster of 5 separate species, H10O5 in total from the OMol25 dataset. Energies are from the ωB97M-V functional and the def2-TZVPD basis.

Output
LUMO energy = 0.22 eV
HOMO = -10.937 eV
energy above the lowest of the compared OMol25 structures with the same formula, charge and spin = 1.166 eV
SMILES = O.O.O.O.O
Kohn-Sham gap = 11.16 eV
DFT total energy = -10399.683 eV

Last column: Mulliken charge in e.
CARTESIAN COORDINATES (ANGSTROEM)
O -2.564 -0.612 0.245  -0.707
O 0.350 -0.599 0.135  -0.681
O 2.596 0.952 -0.571  -0.635
O 0.608 -0.132 -2.535  -0.664
O -0.472 0.565 3.076  -0.624
H -2.636 -0.983 1.120  0.340
H 1.923 0.613 -0.031  0.341
H -0.013 0.589 -2.400  0.336
H 0.355 1.020 2.978  0.326
H 0.420 -0.599 -0.813  0.399
H 2.958 0.238 -1.037  0.287
H -0.571 -0.873 0.225  0.333
H -0.640 0.196 2.240  0.289
H 0.104 -0.724 -3.050  0.305
H -2.416 0.349 0.418  0.357

---

Here is the molecule ClH3Si from the OMol25 dataset. Energies are from the ωB97M-V functional and the def2-TZVPD basis.

Output
LUMO energy = 0.90 eV
HOMO = -11.132 eV
energy above the lowest of the compared OMol25 structures with the same formula, charge and spin = 0.000 eV
SMILES = [SiH3]Cl
Kohn-Sham gap = 12.03 eV
DFT total energy = -20449.007 eV

Last column: Mulliken charge in e.
CARTESIAN COORDINATES (ANGSTROEM)
Cl -1.993 -0.050 0.013  -0.195
Si 0.013 0.024 0.034  0.483
H 0.672 1.299 -0.271  -0.099
H 0.759 -0.943 -1.042  -0.073
H 0.549 -0.330 1.266  -0.116

---

Here is a structure of composition C38H45B2F4N5O4RuSi from the OMol25 dataset. Energies are from the ωB97M-V functional and the def2-TZVPD basis.

Output
expectation value of S² = 6.0673
LUMO energy (spin up / spin down) = -6.83 / -7.72 eV
HOMO (spin up / spin down) = -13.010 / -13.724 eV
multiplicity = 5
charge = +2
Kohn-Sham gap (spin up / spin down) = 6.18 / 6.00 eV
DFT total energy = -78449.458 eV

Last column: Löwdin spin population.
CARTESIAN COORDINATES (ANGSTROEM)
Ru -0.213 -0.994 0.183  2.251
Si 0.593 3.914 0.339  0.000
F 1.579 -1.950 -1.859  0.018
F 2.845 -0.363 -3.017  0.000
F -3.306 -1.004 3.406  0.000
F -2.060 -2.355 1.960  0.017
O -2.923 -0.298 1.255  -0.006
O -1.114 -0.432 2.974  -0.006
O 0.657 0.119 -2.476  0.001
O 2.472 -0.062 -0.764  -0.004
N 1.687 -0.265 0.292  0.037
N -2.144 -0.322 0.176  0.034
N -0.376 -0.091 -1.660  0.046
N 0.066 -3.355 0.196  0.562
N -0.076 -0.459 2.138  0.034
C -3.919 0.818 -1.077  0.010
C 2.842 5.197 -2.827  0.000
C -3.447 4.220 -0.064  0.000
C -0.621 -3.989 -0.774  0.068
C 2.358 5.016 -1.545  0.000
C 2.111 0.045 1.473  0.066
C 0.638 3.547 -2.414  0.000
C -3.058 2.733 1.804  0.000
C -1.446 -3.164 -1.593  0.167
C 1.086 -0.056 2.543  0.070
C 1.245 4.188 -1.322  0.000
C 3.509 0.452 1.758  0.010
C -1.186 3.615 0.546  0.001
C -1.694 2.824 1.593  0.001
C 3.923 4.046 2.711  0.000
C -2.984 -2.649 -3.493  -0.007
C -1.359 -5.850 -2.190  0.001
C 1.162 4.221 3.056  0.000
C 2.411 -3.396 0.872  0.020
C -1.849 1.041 -3.265  0.008
C 0.568 -3.694 2.579  0.017
C 2.242 4.536 -3.892  0.000
C -1.337 -7.319 -2.509  -0.007
C 1.210 -5.521 1.097  0.008
C 1.030 -3.999 1.151  0.039
C -2.170 -3.606 -2.670  0.006
C -2.114 -4.969 -2.970  0.198
C 1.692 3.947 1.780  0.000
C 1.146 3.706 -3.689  0.000
C -0.632 -5.376 -1.118  0.141
C 2.004 4.396 4.140  0.000
C 1.384 0.327 3.945  0.011
C -2.085 4.288 -0.301  0.000
C -3.927 3.451 0.990  0.000
C 3.380 4.309 3.964  0.001
C 3.087 3.870 1.624  0.000
C -2.559 0.249 -0.908  0.065
C -1.539 0.376 -1.972  0.055
B -2.390 -1.102 2.427  0.003
B 1.927 -0.630 -2.075  0.003
H -2.333 -2.000 -4.084  -0.003
H 4.005 0.791 0.853  0.001
H -2.673 -5.353 -3.815  0.010
H -1.024 2.281 2.250  0.000
H -2.638 0.486 -3.777  0.002
H -1.512 -2.123 -1.323  0.018
H -0.323 -7.654 -2.731  -0.002
H -3.442 2.113 2.602  0.000
H 4.052 -0.423 2.134  0.004
H 0.444 -2.636 2.773  0.001
H -4.993 3.405 1.176  0.000
H 0.093 4.326 3.191  0.000
H 2.671 -3.478 -0.182  0.000
H 0.292 -6.066 1.310  0.000
H -3.638 -3.175 -4.186  0.000
H -1.714 4.900 -1.116  0.000
H 2.468 -2.351 1.161  0.001
H 2.634 4.668 -4.892  0.000
H -0.968 1.074 -3.900  0.000
H 2.222 -0.269 4.313  0.003
H 4.996 3.991 2.586  0.000
H 1.660 -5.869 0.169  0.001
H 3.512 3.667 0.648  0.000
H 2.837 5.531 -0.721  0.000
H 1.314 -4.079 3.275  0.002
H -1.962 -7.548 -3.369  0.000
H 0.695 3.190 -4.525  0.000
H -2.229 2.051 -3.100  0.003
H 1.595 4.621 5.115  0.000
H -4.379 0.418 -1.983  0.003
H 4.038 4.461 4.810  0.000
H -3.615 -2.026 -2.855  -0.002
H -4.541 0.586 -0.219  0.000
H -1.701 -7.903 -1.664  -0.002
H -0.382 -4.181 2.791  0.000
H 1.684 1.376 3.996  0.004
H -4.135 4.776 -0.686  0.000
H 3.686 5.850 -3.001  0.000
H -0.081 -6.104 -0.560  0.006
H 1.910 -5.767 1.895  0.001
H 0.518 0.166 4.579  0.000
H -0.222 2.908 -2.254  0.000
H -3.855 1.902 -1.193  0.004
H 3.548 1.221 2.526  0.002
H 3.158 -3.934 1.456  0.002

---

Here is a cluster of 2 separate species, C4H8O2 in total from the OMol25 dataset. Energies are from the ωB97M-V functional and the def2-TZVPD basis.

Output
LUMO energy = 0.58 eV
HOMO = -8.713 eV
energy above the lowest of the compared OMol25 structures with the same formula, charge and spin = 4.735 eV
Kohn-Sham gap = 9.29 eV
DFT total energy = -8368.547 eV

Last column: Mulliken charge in e.
CARTESIAN COORDINATES (ANGSTROEM)
O -0.899 0.510 -1.504  -0.505
O -0.443 -1.370 1.121  -0.148
C 0.109 -1.446 -0.084  -0.475
C 1.940 0.789 0.077  -1.087
C -1.052 -0.601 -0.682  0.127
C -1.519 -0.456 0.777  -0.304
H -1.665 -1.324 -1.232  0.322
H 2.075 1.278 -0.890  0.320
H 2.894 0.722 0.601  0.313
H 1.595 -0.227 -0.089  0.361
H 1.231 1.348 0.697  0.264
H -2.489 -0.863 1.076  0.265
H -1.351 0.526 1.229  0.223
H -0.187 1.070 -1.165  0.326

---

Here is the molecule C8H14F3NO from the OMol25 dataset. Energies are from the ωB97M-V functional and the def2-TZVPD basis.

Output
LUMO energy = 0.83 eV
HOMO = -8.954 eV
energy above the lowest of the compared OMol25 structures with the same formula, charge and spin = 0.000 eV
SMILES = OCC[C@H]1CCC[C@H](C(F)(F)F)N1
Kohn-Sham gap = 9.78 eV
DFT total energy = -20213.572 eV

Last column: Mulliken charge in e.
CARTESIAN COORDINATES (ANGSTROEM)
F 0.357 3.183 0.066  -0.263
F 1.987 3.040 1.545  -0.280
F 2.380 2.496 -0.447  -0.260
O -1.547 0.070 -2.782  -0.521
N 0.446 0.437 -0.468  -0.359
C 0.980 1.020 0.757  -0.050
C -0.046 -1.466 1.024  -1.106
C -0.321 -0.534 2.275  -0.661
C 1.422 2.457 0.479  0.744
C -0.463 -1.642 -1.451  -0.925
C -0.470 -0.689 -0.255  0.615
C -0.533 -0.913 -2.782  -0.743
C -0.041 0.928 1.925  -0.887
H -0.015 1.131 -0.990  0.375
H 0.407 -0.373 -2.981  0.317
H -0.576 -2.435 1.108  0.429
H -1.483 -0.276 -0.130  0.214
H 1.881 0.453 1.054  0.205
H 1.012 -1.698 0.915  0.376
H -1.321 -0.629 2.715  0.294
H -0.953 1.480 1.667  0.340
H 0.395 -0.845 3.045  0.341
H 0.464 -2.230 -1.441  0.341
H -2.409 -0.373 -2.675  0.321
H -0.670 -1.616 -3.614  0.401
H -1.281 -2.364 -1.364  0.353
H 0.395 1.386 2.805  0.389

---

Here is a cluster of 2 separate species, CHClF2OS2 in total from the OMol25 dataset. Energies are from the ωB97M-V functional and the def2-TZVPD basis.

Output
expectation value of S² = 2.0035
LUMO energy (spin up / spin down) = -0.74 / -2.49 eV
HOMO (spin up / spin down) = -10.565 / -9.743 eV
multiplicity = 3
energy above the lowest of the compared OMol25 structures with the same formula, charge and spin = 0.327 eV
Kohn-Sham gap (spin up / spin down) = 9.83 / 7.26 eV
DFT total energy = -42724.674 eV

Last column: Löwdin spin population.
CARTESIAN COORDINATES (ANGSTROEM)
Cl 1.274 0.928 2.072  -0.001
S 0.397 0.063 -3.345  1.933
S 0.992 0.524 -0.041  0.010
F -0.248 -1.452 1.375  0.000
F -0.916 -1.138 -0.684  0.022
O 0.418 1.695 -0.609  0.035
C -0.510 -0.521 0.464  0.002
H -1.406 -0.099 0.767  0.000

---

Here is a cluster of 2 separate species, C6H17N2 in total from the OMol25 dataset. Energies are from the ωB97M-V functional and the def2-TZVPD basis.

Output
LUMO energy = -7.63 eV
HOMO = -13.230 eV
energy above the lowest of the compared OMol25 structures with the same formula, charge and spin = 5.633 eV
charge = +1
Kohn-Sham gap = 5.60 eV
DFT total energy = -9466.402 eV

Last column: Mulliken charge in e.
CARTESIAN COORDINATES (ANGSTROEM)
N -0.539 0.901 -0.402  -0.297
N 2.426 -0.269 0.623  -0.173
C -1.822 0.516 -0.042  -0.827
C -2.194 -0.998 -0.030  -0.110
C 2.044 -0.119 -0.742  -0.024
C -3.646 -1.223 0.364  -1.389
C 1.452 0.053 1.603  -0.305
C 2.333 1.246 -1.321  -1.203
H 1.288 -0.680 2.386  0.371
H -3.862 -0.822 1.352  0.375
H -0.375 1.060 -1.403  0.340
H 3.407 1.361 -1.447  0.372
H 1.866 1.358 -2.299  0.355
H -2.539 0.999 -0.729  0.474
H 0.949 -0.431 -0.707  0.084
H 2.951 -1.107 0.830  0.310
H -4.356 -0.736 -0.300  0.376
H 1.989 2.041 -0.666  0.323
H -1.557 -1.538 0.676  0.320
H -2.026 -1.389 -1.034  0.332
H 1.576 1.066 2.019  0.269
H 2.597 -0.890 -1.285  0.427
H -3.764 -2.292 0.359  0.365
H -2.044 0.950 0.926  0.371
H 0.559 0.180 0.963  -0.137

---

Here is the molecule C6H8 from the OMol25 dataset. Energies are from the ωB97M-V functional and the def2-TZVPD basis.

Output
LUMO energy (spin up / spin down) = -0.63 / -0.63 eV
HOMO (spin up / spin down) = -8.035 / -8.036 eV
energy above the lowest of the compared OMol25 structures with the same formula, charge and spin = 3.894 eV
Kohn-Sham gap (spin up / spin down) = 7.41 / 7.41 eV
DFT total energy = -6346.890 eV

Last column: Mulliken charge in e.
CARTESIAN COORDINATES (ANGSTROEM)
C 0.349 -0.304 -0.194  0.375
C -0.807 0.946 1.033  -0.389
C -0.769 0.457 -0.419  0.183
C -1.447 0.596 -1.656  -0.776
C 1.059 -1.310 -1.007  -1.117
C 0.543 0.192 1.215  -0.408
H 2.130 -1.094 -1.062  0.297
H -1.617 0.487 1.605  0.198
H -0.790 2.022 1.221  0.286
H 0.629 -1.356 -2.008  0.339
H 0.957 -2.290 -0.525  0.295
H 0.616 -0.562 2.006  0.283
H 1.402 0.867 1.314  0.211
H -2.256 1.349 -1.523  0.222

---

| no. | F_max (eV Å⁻¹) |
| --- | --- |
| 1 | 19.58 |
| 2 | 3.42 |
| 3 | 4.37 |
| 4 | 5.31 |
| 5 | 2.77 |
| 6 | 3.66 |
| 7 | 0.39 |
| 8 | 0.37 |
| 9 | 1.67 |
| 10 | 2.94 |
| 11 | 2.00 |
| 12 | 0.49 |